(1)
Computed, not measured: a 9-piece molecular cluster, C4H28NO8 overall in a non-equilibrium geometry, with the ωB97M-V functional and the def2-TZVPD basis.

Frontier orbital gap in eV: 11.15
2S+1: 1
Total charge: +1

```
41
C4H28NO8 the ωB97M-V functional and the def2-TZVPD basis
C -1.837 1.142 -1.718
C -2.414 0.580 -0.429
C -3.922 0.809 -0.466
C -2.208 -0.936 -0.239
N -0.363 1.067 -1.843
H -2.317 0.767 -2.610
H -2.076 2.202 -1.639
H -1.988 1.076 0.437
H -4.396 0.171 -1.219
H -4.425 0.500 0.448
H -4.132 1.856 -0.634
H -2.498 -1.451 -1.149
H -2.844 -1.222 0.575
H -1.160 -1.173 -0.076
H 0.026 1.202 -2.797
H 0.112 1.562 -1.105
H 0.086 0.126 -1.709
H -0.099 -2.604 3.703
H 0.031 -2.347 2.133
O -0.314 -2.013 2.967
H 1.198 2.729 2.199
H 1.218 1.235 2.215
O 0.885 1.997 1.647
H 1.597 1.452 0.305
H 2.696 0.777 -0.552
O 1.886 1.293 -0.636
H 4.418 -0.404 0.978
H 3.070 -0.406 1.619
O 3.487 -0.351 0.751
H 2.355 -2.592 1.265
H 1.275 -3.654 1.054
O 1.432 -2.711 1.114
H 1.985 2.255 -3.526
H 2.008 0.847 -4.085
O 1.411 1.594 -3.974
H 0.112 -2.085 -1.755
H 0.911 -1.603 -0.555
O 0.817 -1.468 -1.488
H 1.514 0.448 4.229
H 0.947 -0.725 3.200
O 1.519 0.059 3.366
```


(2)
Computed, not measured: an isolated ion of composition C8H13N2OS and charge +1 in a non-equilibrium geometry, with the ωB97M-V functional and the def2-TZVPD basis.

Frontier orbital gap in eV: 9.17
2S+1: 1
SMILES string: Cn1cc(O)[nH+]c1[C@H]1CCCS1
Total charge: +1

```
25
C8H13N2OS the ωB97M-V functional and the def2-TZVPD basis
C -1.076 2.428 0.090
N -1.507 1.124 -0.019
C -2.771 0.756 -0.297
C -2.753 -0.613 -0.317
O -3.667 -1.560 -0.352
N -1.483 -1.046 -0.014
C -0.725 0.061 0.179
C 0.736 0.182 0.468
C 1.404 -1.167 0.639
C 2.883 -1.094 0.358
C 3.026 -0.315 -1.071
S 1.672 0.914 -1.074
H -0.575 2.495 0.995
H -0.499 2.898 -0.631
H -2.044 2.959 0.239
H -3.644 1.487 -0.564
H -4.477 -1.401 0.043
H -1.301 -1.970 0.401
H 0.849 0.794 1.357
H 1.020 -2.018 -0.008
H 1.240 -1.349 1.670
H 3.666 -0.484 0.857
H 3.290 -2.191 0.113
H 3.948 0.032 -1.100
H 2.787 -0.923 -1.964
```


(3)
Computed, not measured: a 11-piece molecular cluster, C28H83N5O11 overall in a non-equilibrium geometry, with the ωB97M-V functional and the def2-TZVPD basis.

Frontier orbital gap in eV: 8.92
2S+1: 1
SMILES string: COC[C@H](C)N.COC[C@H](C)N.COC[C@H](C)N.COC[C@H](C)N.COC[C@H](C)N.CCO.CCO.CO.CO.CO.CO

```
127
C28H83N5O11 the ωB97M-V functional and the def2-TZVPD basis
C -0.086 -2.744 2.713
O 0.481 -3.705 3.616
C 1.043 -3.176 4.845
C 1.099 -4.245 5.989
C 1.326 -3.728 7.431
N 2.129 -5.270 5.727
H 0.820 -2.249 2.365
H -0.712 -2.005 3.213
H -0.567 -3.275 1.891
H 1.998 -2.658 4.760
H 0.366 -2.372 5.132
H 0.097 -4.674 5.975
H 0.512 -3.036 7.650
H 2.294 -3.225 7.426
H 1.384 -4.570 8.120
H 2.007 -5.661 4.804
H 1.941 -6.094 6.280
C -3.463 -0.798 2.210
O -4.010 0.461 2.222
C -4.361 1.012 0.958
C -4.933 2.453 1.118
C -6.280 2.528 1.823
N -5.024 3.156 -0.144
H -3.423 -1.094 3.259
H -2.531 -0.784 1.644
H -4.096 -1.437 1.595
H -3.433 1.178 0.413
H -5.109 0.379 0.481
H -4.230 2.990 1.755
H -6.576 3.577 1.806
H -6.188 2.162 2.846
H -6.979 1.903 1.268
H -5.533 4.016 0.007
H -5.680 2.660 -0.730
C 3.217 6.954 5.033
O 3.243 5.687 4.319
C 2.135 5.500 3.470
C 2.201 4.095 2.808
C 1.221 3.942 1.634
N 2.058 3.128 3.845
H 3.700 6.758 5.990
H 2.181 7.285 5.105
H 3.842 7.696 4.537
H 1.214 5.588 4.047
H 2.100 6.304 2.735
H 3.193 3.976 2.372
H 0.197 4.007 2.003
H 1.290 3.101 0.944
H 1.367 4.868 1.078
H 1.118 3.077 4.212
H 2.581 3.427 4.655
C 3.254 1.019 -6.233
O 2.600 2.053 -5.502
C 1.499 1.485 -4.832
C 0.832 2.621 -4.029
C 1.827 3.373 -2.990
N -0.292 2.048 -3.329
H 3.945 1.523 -6.908
H 2.508 0.572 -6.891
H 3.754 0.225 -5.678
H 0.770 1.139 -5.565
H 1.772 0.639 -4.201
H 0.383 3.334 -4.721
H 2.008 2.810 -2.075
H 1.418 4.339 -2.695
H 2.777 3.529 -3.502
H 0.066 1.344 -2.699
H -0.767 2.681 -2.702
C 3.820 -1.003 -1.669
O 2.802 -1.944 -1.805
C 3.304 -3.248 -1.870
C 2.146 -4.227 -1.529
C 1.423 -3.863 -0.222
N 2.513 -5.585 -1.368
H 3.397 -0.029 -1.425
H 4.453 -0.904 -2.551
H 4.385 -1.249 -0.769
H 3.675 -3.494 -2.865
H 4.076 -3.464 -1.131
H 1.404 -4.261 -2.326
H 2.116 -3.527 0.550
H 0.601 -4.487 0.129
H 0.880 -2.935 -0.401
H 1.621 -6.051 -1.280
H 2.982 -5.916 -2.200
C -3.125 -4.600 -1.443
C -3.048 -3.080 -1.375
O -4.286 -2.607 -0.875
H -4.010 -5.000 -1.936
H -3.061 -4.966 -0.418
H -2.201 -4.881 -1.949
H -2.903 -2.666 -2.373
H -2.262 -2.707 -0.718
H -4.433 -1.735 -1.246
C -0.803 -2.485 -4.538
C 0.636 -2.506 -4.990
O 0.917 -3.373 -6.071
H -1.453 -1.842 -5.132
H -0.787 -2.159 -3.498
H -1.213 -3.494 -4.560
H 1.264 -2.703 -4.121
H 0.938 -1.506 -5.300
H 0.388 -3.113 -6.828
C 3.180 0.289 1.665
O 1.980 0.528 2.405
H 3.919 -0.357 2.138
H 2.898 -0.218 0.742
H 3.631 1.219 1.321
H 2.124 1.398 2.786
C -3.474 0.355 -2.675
O -4.724 -0.110 -2.284
H -3.130 1.069 -1.927
H -2.780 -0.485 -2.638
H -3.405 0.903 -3.615
H -5.361 0.594 -2.426
C -1.498 4.387 -0.600
O -2.325 3.714 -1.558
H -1.948 5.250 -0.111
H -1.192 3.647 0.140
H -0.581 4.595 -1.152
H -3.175 3.639 -1.118
C -0.181 0.069 -0.747
O 0.435 -0.309 -1.958
H -0.136 1.147 -0.588
H -1.256 -0.108 -0.773
H 0.272 -0.417 0.118
H 1.074 -0.994 -1.747
```


(4)
Computed, not measured: one molecule with the formula C5H9NO, with the ωB97M-V functional and the def2-TZVPD basis.

Frontier orbital gap in eV: 7.56
2S+1: 1

```
16
C5H9NO the ωB97M-V functional and the def2-TZVPD basis
C -2.026 0.273 1.615
C -0.921 -0.083 0.678
N -0.752 0.541 -0.485
C 0.316 0.576 -1.293
C 1.636 0.160 -0.749
C 1.956 -1.322 -0.786
O 3.053 -1.766 -1.025
H -1.644 0.793 2.505
H -2.755 0.947 1.145
H -2.569 -0.612 1.970
H -0.182 -0.828 0.946
H -1.548 1.095 -0.796
H 0.206 1.104 -2.229
H 1.669 0.450 0.323
H 2.456 0.674 -1.259
H 1.104 -2.002 -0.560
```


Result set for electronic energy: -22467.8988 -24362.0100 -60348.9001 -8866.0039 eV, one per record in the order listed.
Result set for ΔE to the lowest compared entry with this formula, charge and spin: 0.552 0.970 2.139 3.209 eV, one per record in the order listed.